Formula: C4H6N2O
Source: the Open Molecules 2025 dataset
Level of theory: ωB97M-V/def2-TZVPD

Output
HOMO energy, Ha: -0.3518
Energy relative to the best compared isomer or geometry (same formula, charge and spin), kJ/mol: 558.64
E, eV: -9267.7119
Net charge: 0

Geometry as XYZ:
```
13
Properties=species:S:1:pos:R:3:forces:R:3
O 0.8754 0.2668 -1.2939 0.785 0.184 1.203
N -0.3892 -0.3783 1.7595 -0.699 -0.355 -2.482
N -0.4041 0.2684 -1.8436 -0.407 -0.767 0.442
C -1.2951 0.0839 -0.9235 -1.418 0.151 -1.578
C 0.6238 -0.3072 0.0321 0.592 -0.988 -2.135
C -0.6581 0.3080 0.4182 0.779 -0.576 -0.037
C 1.0513 -0.2315 1.4712 1.876 -0.750 1.455
H -0.3651 1.3891 0.3882 -0.709 -0.305 0.775
H -2.3020 -0.0750 -1.3891 0.744 0.473 1.173
H -0.8163 0.0482 2.5255 -0.316 0.920 1.506
H 1.6574 -1.1811 1.7578 -0.741 2.047 -0.005
H 0.5724 -1.4086 -0.1368 -0.489 0.693 -0.181
H 1.4718 0.7434 1.8067 0.003 -0.727 -0.135
```
Positions in Å, forces in eV/Å.



Formula: C19H33AsN5O4PtS2Si2
Source: the Open Molecules 2025 dataset
Level of theory: ωB97M-V/def2-TZVPD

Output
HOMO energy (alpha / beta), Ha: -0.4012 / -0.4012
Energy relative to the best compared isomer or geometry (same formula, charge and spin), kJ/mol: 298.27
E, eV: -137381.2656
Net charge: +1

Geometry as XYZ:
```
67
Properties=species:S:1:pos:R:3:forces:R:3
Pt -0.3155 -1.6789 1.6685 -0.688 0.180 0.224
As 0.1741 -3.7231 0.6843 0.232 -0.039 -0.124
S 0.4712 2.3966 -1.8436 0.010 0.029 -0.064
S -1.6034 -0.8679 0.0915 -0.027 0.058 0.001
Si -1.4652 -4.6489 -0.7810 -0.032 0.007 0.010
Si 2.1563 -3.3583 -0.5858 0.027 0.008 -0.023
O 2.9463 0.2099 1.5032 0.030 0.074 0.001
O 1.8604 2.1726 -1.5934 -0.043 -0.032 -0.068
O -0.1197 2.2198 -3.1266 0.032 -0.016 0.037
O -2.9273 -0.2337 0.8986 0.098 0.062 0.026
N -0.2733 1.1648 -0.9637 -0.044 0.019 -0.236
N -1.1195 7.6822 0.1735 0.007 0.000 -0.011
N -0.2457 1.3360 2.3713 -0.127 0.088 -0.052
N -2.4300 0.6137 1.9339 -0.069 0.061 -0.096
N 1.6186 0.1576 1.8711 0.285 -0.034 -0.050
C 1.9879 -1.7401 -1.5080 -0.026 -0.034 -0.012
C -1.3554 1.4961 1.3788 0.006 -0.073 0.105
C -3.1157 -4.4075 0.0550 0.015 0.013 0.013
C -0.9311 0.8465 0.0282 -0.036 -0.126 0.156
C 3.5081 -3.2726 0.7113 -0.009 -0.003 -0.002
C -1.2283 4.4856 -1.6011 -0.009 0.019 -0.030
C 0.5226 5.9336 0.0078 -0.029 0.019 0.003
C -1.6014 5.7243 -1.1358 -0.013 0.001 0.003
C 1.0983 1.3198 1.9160 0.130 0.007 0.046
C -1.8598 -0.1551 2.9682 0.353 -0.161 -0.050
C 0.0106 3.9560 -1.2422 0.027 -0.019 0.012
C 0.8934 4.6912 -0.4561 0.045 0.120 -0.156
C -1.8507 2.9181 1.3018 0.016 0.062 -0.020
C -1.0106 -6.4516 -0.9063 0.018 -0.006 -0.014
C 2.4868 -4.7907 -1.7364 0.026 0.009 0.043
C -0.7354 6.4694 -0.3156 0.001 -0.012 0.015
C 1.8007 2.5878 1.5828 -0.017 -0.126 0.163
C -1.4151 -3.8150 -2.4523 -0.013 0.075 0.053
C -0.5990 0.2760 3.2157 -0.082 -0.182 -0.058
H 3.1978 -2.7052 1.5922 -0.027 0.030 0.045
H -1.0621 3.5945 0.9818 -0.016 0.002 0.006
H 1.3129 -1.8384 -2.3619 -0.007 0.009 0.034
H -1.8841 3.9270 -2.2572 0.011 0.005 0.014
H -0.0149 -6.5894 -1.3327 -0.019 0.006 0.008
H 1.8724 4.2903 -0.2292 -0.130 0.240 -0.183
H 0.0278 0.0422 4.0617 -0.003 0.012 0.013
H -1.5774 -2.7369 -2.3843 0.003 -0.037 -0.002
H -0.4638 -3.9828 -2.9554 0.062 -0.001 -0.028
H -1.9190 8.1394 -0.2280 -0.003 -0.002 0.001
H -2.1885 3.2088 2.2951 -0.004 -0.009 -0.005
H 3.2300 -0.7115 1.4814 -0.002 -0.046 -0.001
H 2.9625 -1.4247 -1.8903 -0.006 -0.017 -0.026
H 1.6134 -0.9345 -0.8732 0.023 -0.005 0.016
H 1.7399 -4.8677 -2.5249 -0.053 -0.004 -0.046
H 1.2109 6.5136 0.6097 0.003 0.009 -0.002
H 1.1485 3.4414 1.7501 0.034 -0.090 0.055
H -2.4795 -0.8138 3.5531 -0.009 0.019 0.020
H 3.4593 -4.6552 -2.2169 -0.003 0.005 0.004
H 4.4261 -2.8362 0.3108 0.001 -0.005 -0.012
H -2.2020 -4.2264 -3.0904 -0.006 -0.013 0.021
H 2.5158 -5.7397 -1.1978 0.004 0.006 0.006
H 2.1483 2.5637 0.5488 0.021 -0.171 0.210
H -3.9042 -4.8839 -0.5330 0.009 -0.007 -0.003
H -2.6874 2.9867 0.6086 -0.015 0.007 -0.032
H 2.6858 2.6823 2.2145 0.002 -0.011 0.039
H -3.3789 -3.3529 0.1589 0.008 0.009 0.002
H -0.4266 8.2884 0.5757 0.001 0.000 0.002
H -1.0368 -6.9397 0.0690 0.003 0.000 -0.001
H -3.1191 -4.8551 1.0502 -0.002 0.002 -0.006
H -1.7237 -6.9639 -1.5572 0.003 -0.002 0.004
H 3.7443 -4.2756 1.0729 0.017 0.010 -0.004
H -2.5608 6.1412 -1.4158 0.006 -0.003 0.003
```
Positions in Å, forces in eV/Å.



Among the records above, which one has the lowest net charge?
C4H6N2O



The lowest net charge belongs to which entry?
C4H6N2O